{
  "formula": "C17H8BrO5RuS5",
  "method": "ωB97M-V/def2-TZVPD",
  "multiplicity": 5,
  "gap_ev": [7.563, 5.639],
  "charge": -1,
  "s_squared": 6.03,
  "e_lumo_ev": [2.5, 0.2],
  "homo_ev": [-5.06, -5.43],
  "energy_ev": -154800.9564,
  "elements": ["Ru", "O", "C", "O", "C", "C", "C", "C", "C", "C", "S", "H", "H", "H", "H", "O", "C", "S", "C", "C", "S", "S", "S", "Br", "C", "C", "C", "C", "C", "C", "C", "O", "O", "H", "H", "H", "H"],
  "positions_angstrom": [[0.084827, 0.054111, -0.002778], [4.173564, 0.369376, -0.558987], [3.036403, 0.753660, -0.355550], [2.044160, -0.099499, -0.323611], [2.810915, 2.212185, -0.032662], [3.942103, 2.909379, 0.390574], [3.901151, 4.256193, 0.696670], [2.700980, 4.944577, 0.559148], [1.571375, 4.273022, 0.132658], [1.602789, 2.904600, -0.157042], [0.057717, 2.219810, -0.670559], [4.864186, 2.348503, 0.463072], [4.794585, 4.764687, 1.036126], [2.642591, 6.000765, 0.793105], [0.629692, 4.799019, 0.036145], [-4.707798, -4.757822, 0.057145], [-3.852659, -3.924981, -0.057724], [-2.117482, -4.281325, -0.035603], [-1.543719, -2.643971, -0.211779], [-2.538182, -1.642600, -0.279582], [-2.253000, 0.002957, -0.465067], [-4.188171, -2.185289, -0.178634], [0.104044, -2.389101, -0.292441], [1.610151, 2.518912, 4.398208], [0.588456, 1.064446, 5.056397], [0.503056, 0.975828, 6.441629], [-0.227688, -0.039262, 7.036207], [-0.885241, -0.968477, 6.241739], [-0.796979, -0.865530, 4.865448], [-0.058494, 0.141991, 4.242846], [-0.018461, 0.133093, 2.732300], [0.754546, 0.900668, 2.125239], [-0.775464, -0.674974, 2.127767], [1.016438, 1.711444, 7.044833], [-0.281740, -0.098748, 8.116097], [-1.461354, -1.768344, 6.688614], [-1.301295, -1.569201, 4.217651]],
  "atomic_forces_ev_per_a": [[0.10, 0.62, 0.11], [0.10, 0.07, -0.21], [-0.16, -0.33, 0.43], [0.19, 0.06, -0.21], [-0.08, 0.05, -0.11], [0.06, -0.03, 0.01], [-0.07, 0.01, -0.01], [0.04, -0.03, 0.01], [0.01, 0.00, 0.03], [-0.08, 0.02, 0.00], [0.06, -0.12, -0.04], [-0.01, 0.01, 0.01], [0.00, 0.01, 0.00], [0.00, 0.00, -0.01], [0.00, 0.00, 0.00], [-0.01, 0.00, -0.12], [0.00, 0.00, 0.25], [-0.11, -0.08, -0.05], [-0.51, 0.26, -0.03], [0.27, -0.52, 0.02], [-0.01, 0.22, -0.11], [-0.07, -0.07, -0.05], [0.32, -0.06, -0.05], [0.03, 0.05, 0.02], [0.09, 0.14, 0.10], [-0.03, -0.05, 0.05], [0.02, 0.03, -0.06], [0.02, 0.02, -0.04], [-0.03, -0.04, -0.03], [-0.08, -0.10, -0.04], [-0.13, -0.11, 0.06], [0.04, -0.06, -0.17], [0.02, 0.02, 0.21], [0.00, 0.00, 0.01], [0.00, 0.00, 0.00], [0.00, 0.01, 0.01], [0.00, -0.01, 0.00]],
  "lowdin_spin": [2.39, 0.03, 0.01, 0.07, 0.01, 0.00, 0.01, 0.00, 0.01, 0.01, 0.16, 0.00, 0.00, 0.00, 0.00, 0.04, 0.01, 0.02, 0.16, 0.19, 0.27, 0.03, 0.33, 0.00, 0.00, 0.00, 0.00, 0.00, 0.00, 0.01, 0.02, 0.11, 0.11, 0.00, 0.00, 0.00, 0.00]
}


{
  "formula": "C30H26CrNO6P",
  "method": "ωB97M-V/def2-TZVPD",
  "multiplicity": 4,
  "gap_ev": [6.553, 5.439],
  "charge": 1,
  "s_squared": 3.81,
  "e_lumo_ev": [-3.8, -5.8],
  "homo_ev": [-10.35, -11.28],
  "energy_ev": -83005.9200,
  "elements": ["C", "C", "O", "P", "C", "C", "N", "O", "O", "C", "C", "H", "H", "H", "H", "H", "H", "H", "H", "H", "H", "H", "O", "C", "Cr", "C", "O", "C", "O", "C", "C", "C", "C", "C", "C", "C", "C", "C", "C", "C", "C", "C", "C", "C", "C", "C", "C", "C", "C", "C", "H", "H", "H", "H", "H", "H", "H", "H", "H", "H", "H", "H", "H", "H", "H"],
  "positions_angstrom": [[-3.251677, 5.837507, -1.088132], [-2.555928, 4.659824, -1.704283], [-1.804400, 3.986275, -0.642734], [-0.802993, 2.733840, -1.002636], [-1.641466, 1.183360, -0.477716], [-2.250541, 0.672411, -1.680950], [-2.802864, 0.274743, -2.664978], [-0.329489, 2.795319, -2.418591], [0.375767, 2.968207, 0.072312], [0.737029, 4.245703, 0.668368], [1.863889, 3.989422, 1.616612], [-3.819201, 6.392747, -1.832765], [-3.943055, 5.481729, -0.321740], [-2.542490, 6.541569, -0.638352], [-3.241358, 3.914058, -2.118435], [-1.878861, 4.981147, -2.497106], [-2.510408, 1.577197, 0.359506], [1.034486, 4.970948, -0.092079], [-0.131019, 4.625269, 1.205320], [2.161881, 4.892915, 2.147831], [1.552988, 3.248247, 2.349526], [2.733597, 3.594082, 1.092793], [4.220211, -5.670544, 1.338903], [4.031320, -4.799300, 0.583069], [3.414844, -3.579496, -0.757154], [1.715048, -3.900451, 0.009552], [0.704154, -4.241973, 0.485496], [3.075223, -5.177137, -1.742126], [2.799472, -6.239312, -2.143044], [5.262329, -2.806591, -1.520305], [5.037279, -2.219622, -0.264105], [3.794813, -1.629073, 0.018983], [2.805427, -1.495643, -0.982174], [1.499352, -0.972370, -0.626727], [0.325922, -0.682341, -0.364927], [-0.978418, -0.443156, 0.189395], [-1.916939, -1.606021, -0.167380], [-1.911366, -2.092007, -1.492581], [-2.889524, -2.966883, -1.966659], [-3.822634, -3.498978, -1.061804], [-3.755278, -3.159615, 0.293650], [-2.768158, -2.274696, 0.754494], [-0.974521, -0.037746, 1.651503], [0.222174, 0.353269, 2.297965], [0.170112, 1.038436, 3.512324], [-1.063622, 1.227339, 4.155666], [-2.253505, 0.738746, 3.593777], [-2.212861, 0.159927, 2.315388], [3.048820, -2.084252, -2.240644], [4.291758, -2.679536, -2.526682], [6.217269, -3.317346, -1.732509], [5.788647, -2.307770, 0.525809], [3.549154, -1.296188, 1.029418], [-1.123543, -1.714011, -2.142639], [-2.895436, -3.164831, -3.035473], [-4.618637, -4.121094, -1.463878], [-4.502800, -3.570391, 0.986834], [-2.729238, -2.124364, 1.849713], [1.187851, 0.141694, 1.822497], [1.102874, 1.384685, 3.956366], [-1.134455, 1.828541, 5.058291], [-3.207501, 0.760119, 4.123642], [-3.164273, -0.100726, 1.828112], [2.238304, -2.115756, -2.968182], [4.466466, -3.110058, -3.513627]],
  "atomic_forces_ev_per_a": [[-0.19, 0.05, 0.40], [0.24, -0.39, -0.22], [0.66, -1.53, -0.16], [1.92, 2.83, -0.87], [-2.13, -1.07, 1.58], [-3.30, -0.67, -4.37], [2.41, 1.73, 4.11], [-0.83, -0.74, 1.73], [-0.91, -0.50, -0.24], [-0.36, 0.07, -0.10], [0.35, -0.38, 0.24], [-0.04, -0.11, -0.12], [0.01, 0.20, 0.03], [-0.05, -0.24, -0.04], [-0.08, 0.29, -0.04], [0.13, -0.22, 0.12], [2.45, -1.40, -2.45], [-0.18, -0.21, -0.18], [-0.06, 0.06, -0.11], [-0.08, 0.07, -0.09], [0.01, -0.02, 0.12], [0.05, 0.04, -0.05], [-1.11, 2.98, -2.91], [2.92, -5.12, 5.90], [-2.15, -1.71, -1.81], [-5.33, -1.52, 2.47], [3.67, 1.37, -1.74], [-1.49, -5.01, -2.07], [1.13, 3.96, 1.23], [1.71, 0.92, -0.32], [1.17, 0.94, 0.18], [0.19, 0.87, 0.82], [-0.93, 1.18, 0.11], [-2.21, 0.40, 0.02], [3.56, -0.68, -0.40], [-1.20, 1.62, 0.50], [-0.18, -0.95, 0.07], [0.00, 0.34, 0.49], [0.39, 0.06, 0.79], [0.18, 0.64, -0.62], [0.29, -0.09, -0.26], [-0.35, 0.23, 0.10], [0.31, 0.44, 1.04], [-0.70, -0.25, -0.30], [-0.56, -0.39, 0.09], [-0.10, 0.16, -0.27], [0.66, -0.41, -0.67], [0.40, 0.19, 0.24], [-0.47, 1.05, -0.83], [0.22, -0.11, -0.52], [-0.68, 0.32, 0.12], [-0.34, -0.02, -0.30], [0.23, 0.08, -0.39], [-0.44, -0.06, -0.16], [-0.17, -0.27, 0.27], [0.11, 0.00, 0.30], [0.58, 0.13, -0.25], [0.09, 0.14, -0.98], [-0.48, 0.30, 0.16], [-0.32, 0.00, 0.01], [0.20, -0.32, 0.05], [0.35, 0.36, -0.14], [0.63, 0.16, 0.27], [0.30, 0.17, 0.08], [-0.07, 0.07, 0.34]],
  "lowdin_spin": [0.00, 0.00, 0.00, 0.00, 0.00, 0.00, 0.00, 0.00, 0.00, 0.00, 0.00, 0.00, 0.00, 0.00, 0.00, 0.00, 0.00, 0.00, 0.00, 0.00, 0.00, 0.00, 0.14, 0.17, 2.31, 0.01, 0.03, 0.01, 0.03, 0.03, 0.11, 0.02, 0.05, 0.00, 0.02, 0.00, 0.00, 0.00, 0.00, 0.00, 0.00, 0.00, 0.00, 0.00, 0.00, 0.00, 0.00, 0.00, 0.00, 0.03, 0.00, 0.00, 0.00, 0.00, 0.00, 0.00, 0.00, 0.00, 0.00, 0.00, 0.00, 0.00, 0.00, 0.00, 0.00]
}